The following is a DFT calculation (the ωB97M-V functional and the def2-TZVPD basis) of a cluster of 13 separate species, C23H72N8O13 in total.

```
116
Properties=species:S:1:pos:R:3:forces:R:3
C 3.947026 -1.311672 2.506095 0.4 2.1 1.3
O 2.916026 -1.379672 1.615095 -1.9 1.1 -1.9
H 3.462026 -1.080672 3.428095 0.3 0.8 1.3
H 4.801026 -0.609672 2.291095 -0.8 -0.6 0.0
H 4.241026 -2.280672 2.692095 1.4 -2.3 0.0
H 2.326026 -0.589672 1.709095 0.6 -1.0 -0.2
C 0.963026 3.840328 -2.235905 -0.1 0.8 0.4
O 1.387026 2.498328 -2.277905 3.3 -1.3 -1.6
H 1.524026 4.411328 -2.964905 -0.4 0.3 -0.6
H 1.327026 4.252328 -1.278905 -0.8 0.1 -0.1
H -0.159974 3.901328 -2.383905 1.5 0.0 0.3
H 2.330026 2.447328 -2.742905 -2.9 0.3 1.6
C 0.494026 2.637328 4.832095 1.0 0.4 0.0
O 0.345026 1.382328 5.457095 -1.1 1.1 0.3
H 1.197026 3.339328 5.386095 -0.7 -0.8 -0.7
H -0.468974 3.087328 4.777095 -0.8 0.5 0.1
H 0.816026 2.461328 3.795095 0.1 0.5 0.3
H 1.203026 1.034328 5.402095 1.6 -1.5 0.3
C 4.503026 -0.359672 -1.176905 -1.2 1.5 0.5
O 5.602026 0.427328 -1.561905 -0.6 -0.3 -0.8
H 3.594026 0.209328 -1.292905 -0.3 0.6 -0.2
H 4.518026 -0.556672 -0.135905 0.2 -0.4 1.1
H 4.261026 -1.251672 -1.679905 0.6 -1.4 -1.2
H 6.296026 0.046328 -1.052905 1.3 0.1 0.4
C 2.537026 -3.347672 -1.040905 -6.3 2.7 2.3
O 1.348026 -2.745672 -0.813905 4.3 -2.4 -1.4
N 2.853026 -4.020672 -2.097905 -0.2 -2.1 -5.8
N 3.430026 -3.413672 -0.110905 1.4 0.5 2.2
H 2.197026 -4.190672 -2.909905 1.0 0.7 1.8
H 3.826026 -4.003672 -2.390905 -0.3 -0.3 0.2
H 3.288026 -2.822672 0.668095 -0.4 0.9 0.9
H 4.261026 -3.949672 -0.098905 0.5 -0.6 -0.6
C -1.234974 -1.037672 4.144095 3.0 -2.2 8.7
O -0.465974 -1.797672 5.095095 -4.0 4.3 -5.0
N -1.263974 -1.354672 2.919095 -0.3 -3.8 -7.2
N -1.969974 0.040328 4.390095 0.9 0.6 3.8
H -0.798974 -2.246672 2.657095 -0.5 0.9 0.4
H -2.090974 -1.138672 2.300095 1.2 0.0 1.1
H -1.709974 0.457328 5.292095 -0.4 -0.3 -0.6
H -2.349974 0.671328 3.709095 -0.1 -0.5 -0.7
C -3.009974 -0.988672 -0.332905 -2.9 4.2 1.2
O -3.835974 0.055328 0.021095 3.3 -4.2 -1.5
N -2.139974 -0.891672 -1.308905 0.7 2.0 -1.9
N -3.051974 -2.160672 0.257095 -2.6 -1.6 3.7
H -2.053974 -0.024672 -1.829905 -0.4 0.3 0.5
H -1.416974 -1.501672 -1.617905 0.0 -1.3 0.6
H -3.734974 -2.228672 1.054095 0.9 0.3 -1.4
H -2.322974 -2.880672 0.308095 0.2 0.9 -0.7
C 3.923026 2.036328 1.351095 6.3 2.5 1.0
O 5.290026 2.202328 1.587095 -6.7 -1.5 -1.4
N 3.082026 1.706328 2.282095 -2.2 -1.2 2.9
N 3.335026 2.401328 0.223095 3.3 0.9 -3.8
H 3.418026 1.491328 3.181095 1.0 -0.1 0.9
H 2.057026 1.710328 2.333095 0.9 0.0 -1.0
H 4.071026 2.621328 -0.500905 -1.4 -0.2 1.1
H 2.389026 2.604328 -0.013905 -0.4 -0.4 0.3
C -2.380974 2.785328 -4.490905 2.2 -0.3 -0.1
C -2.365974 2.516328 -3.018905 -5.8 5.9 -1.4
C -3.777974 2.205328 -2.532905 -1.4 2.7 0.1
O -1.610974 1.590328 -2.621905 4.5 -5.2 2.5
H -1.328974 3.009328 -4.786905 -0.8 0.1 -0.3
H -3.091974 3.485328 -4.795905 -0.6 2.1 0.0
H -2.751974 2.002328 -5.071905 -0.1 -2.2 -0.8
H -2.086974 3.538328 -2.610905 -0.3 -0.6 0.2
H -4.126974 1.212328 -2.625905 0.2 -1.4 -0.2
H -4.522974 2.808328 -3.148905 0.8 -0.4 1.0
H -3.883974 2.475328 -1.465905 -0.1 -0.2 -0.5
H -0.863974 1.474328 -3.196905 0.9 -0.4 -0.6
C -3.988974 2.479328 4.277095 -2.1 0.1 -1.1
C -4.165974 2.048328 2.821095 -2.2 8.3 0.3
C -3.488974 2.938328 1.800095 -0.1 -0.1 -1.0
O -3.743974 0.919328 2.578095 3.4 -10.8 -1.8
H -4.350974 3.514328 4.296095 -0.1 -0.2 0.5
H -2.972974 2.485328 4.588095 0.9 -0.2 0.4
H -4.654974 1.790328 4.838095 0.7 0.6 0.2
H -5.195974 2.043328 2.528095 -1.6 0.9 0.5
H -4.096974 3.691328 1.473095 -1.8 2.6 -0.3
H -3.277974 2.506328 0.806095 0.1 -0.9 0.7
H -2.621974 3.382328 2.148095 2.0 0.8 0.8
H -3.932974 0.730328 1.621095 0.6 -0.9 0.3
C 0.077026 2.572328 1.097095 -0.5 2.0 0.4
C 0.061026 1.081328 1.202095 -6.7 1.6 -8.0
C 0.561026 0.377328 -0.051905 -0.3 -0.3 -1.3
O 0.468026 0.528328 2.244095 6.0 -0.3 6.5
H 1.095026 2.917328 1.106095 0.4 0.8 -0.6
H -0.319974 3.083328 1.983095 -0.1 -0.5 0.2
H -0.583974 3.051328 0.301095 1.3 -1.1 0.5
H -1.061974 0.899328 1.142095 0.5 0.1 -0.2
H 0.126026 0.853328 -0.954905 0.4 0.0 0.6
H 0.218026 -0.702672 -0.140905 0.9 1.2 0.6
H 1.658026 0.483328 -0.089905 -0.3 -0.5 -0.3
H -0.120974 -0.114672 2.525095 -1.7 -2.4 1.1
C -0.447974 -1.466672 -4.047905 0.4 0.0 0.8
C 0.721026 -0.536672 -3.627905 -0.8 -8.5 3.1
C 2.050026 -1.068672 -3.994905 1.5 -0.9 0.2
O 0.556026 0.640328 -4.045905 -1.0 7.2 -2.3
H -0.285974 -2.424672 -3.506905 -0.3 0.5 -0.6
H -0.575974 -1.617672 -5.118905 0.3 -0.1 -0.1
H -1.368974 -0.986672 -3.684905 0.1 -0.3 -0.2
H 0.683026 -0.592672 -2.534905 -0.2 0.0 0.4
H 2.877026 -0.436672 -3.630905 -0.3 -0.3 0.4
H 2.088026 -0.897672 -5.028905 0.3 -0.3 -1.9
H 2.239026 -2.139672 -3.757905 -0.2 0.9 -0.1
H 0.951026 1.136328 -3.327905 0.2 1.7 -0.2
C -1.149974 -4.607672 -2.024905 0.1 0.8 -1.9
C -1.373974 -4.761672 -0.553905 -3.2 -5.8 -3.0
C -0.701974 -5.874672 0.136095 -2.3 -4.4 -0.7
O -1.010974 -3.768672 0.141095 0.1 6.7 3.8
H -0.074974 -4.515672 -2.174905 0.1 0.8 -0.2
H -1.767974 -3.842672 -2.623905 1.1 -0.4 1.6
H -1.360974 -5.454672 -2.625905 -0.5 -1.5 0.0
H -2.422974 -4.996672 -0.429905 -0.8 0.4 0.2
H -0.978974 -6.858672 -0.373905 0.4 0.9 0.9
H -1.022974 -5.899672 1.190095 -0.1 -0.1 -0.5
H 0.322026 -5.819672 0.149095 2.7 0.4 -0.2
H -0.111974 -3.677672 -0.082905 2.8 1.6 0.0
```
Forces are in eV/Å.

## Properties
**LUMO**: 0.08 eV

Mulliken atomic charge list, values in e, 2 entries: atom 1 (C): -0.9301, atom 2 (O): -0.6244

---

The following is a DFT calculation (the ωB97M-V functional and the def2-TZVPD basis) of an isolated molecule of C3H4N2OS.

```
11
Properties=species:S:1:pos:R:3:forces:R:3
C 2.123841 2.048226 0.304187 -0.1 1.0 -1.7
C 0.546485 0.239149 -0.229138 1.7 1.1 1.8
C -0.909026 -1.385782 -0.251083 -2.9 -1.9 -1.0
H 2.180092 2.984826 0.923706 0.0 -1.0 0.2
H 0.353044 1.523543 1.361773 1.4 -0.7 -1.5
H 1.361986 -0.149377 -0.892872 -1.3 -0.2 0.1
H -0.119133 -2.101503 -0.859160 -1.8 2.1 1.7
N 1.038100 1.199223 0.606490 0.5 2.7 1.1
N -0.637954 -0.076094 0.133142 0.6 -2.9 -1.6
O 2.834279 1.954694 -0.687733 -1.0 -0.6 1.6
S -2.488690 -1.947906 0.052949 2.8 0.4 -0.6
```
Forces are in eV/Å.

## Properties
**LUMO**: -0.99 eV

natural (NBO) atomic charge list, values in e, 2 entries: atom 1 (C): 0.5319, atom 2 (C): 0.3202

---

The following is a DFT calculation (the ωB97M-V functional and the def2-TZVPD basis) of an isolated molecule of C4H9NO2.

```
16
Properties=species:S:1:pos:R:3:forces:R:3
C -2.214916 -0.731475 -0.098314 -0.1 0.0 0.0
C -0.856988 -0.251146 -0.563633 -0.1 -0.3 0.1
O -0.947061 1.146668 -0.771613 0.2 0.1 -0.1
C 0.212403 -0.560175 0.486267 -0.3 0.0 0.3
N 1.465714 -0.056175 0.054074 -0.3 0.1 0.3
C 2.099892 0.957053 0.486676 -0.7 -0.6 0.0
O 3.231769 1.088529 -0.201239 0.0 -0.5 -0.4
H -2.205204 -1.813407 0.071799 0.0 0.2 0.0
H -2.975998 -0.497309 -0.845679 0.1 0.0 0.1
H -2.482626 -0.228642 0.836909 0.0 -0.1 -0.1
H -0.581913 -0.755251 -1.505609 0.0 0.1 0.2
H -0.096580 1.436228 -1.128749 -0.2 0.0 0.1
H -0.080601 -0.124809 1.445836 -0.2 0.0 0.1
H 0.317004 -1.646733 0.602963 -0.2 0.2 0.0
H 2.922970 0.237962 -0.708721 1.8 1.2 -0.3
H 1.857573 1.666692 1.285151 0.1 -0.2 -0.2
```
Forces are in eV/Å.

## Properties
**LUMO**: 0.99 eV

natural (NBO) atomic charge list, values in e, 2 entries: atom 1 (C): -0.6208, atom 2 (C): 0.0930

---

The following is a DFT calculation (the ωB97M-V functional and the def2-TZVPD basis) of an isolated molecule of C4H10N2.

```
16
Properties=species:S:1:pos:R:3:forces:R:3
C -0.471092 0.443089 -1.513515 -0.7 1.4 2.2
C -0.334794 0.001264 -0.058373 1.6 0.6 -0.8
C -1.204078 0.928847 0.820504 0.8 0.3 -0.3
C -0.301104 -1.501741 0.284046 -1.2 0.0 1.5
N 1.054358 0.710077 0.246368 0.5 0.8 -1.7
N 2.233385 0.120596 0.018211 -1.3 -2.5 1.4
H -0.268707 0.076918 -2.496699 0.7 -1.1 0.1
H -0.835478 1.483912 -1.598337 0.2 -0.6 0.2
H -0.723395 1.927249 0.718542 -0.4 -0.6 0.2
H -1.083956 0.621425 1.858732 -0.3 0.0 0.1
H -2.246957 1.054120 0.524217 0.0 -0.5 0.0
H -0.178487 -2.109175 -0.629560 0.4 0.1 0.7
H -1.344655 -1.673123 0.654272 0.7 -0.4 -0.4
H 0.350736 -1.813343 1.227761 -0.9 0.8 -2.3
H 2.961359 0.562923 -0.522197 -0.2 0.2 0.4
H 2.392859 -0.833038 0.466031 0.0 1.6 -1.3
```
Forces are in eV/Å.

## Properties
**LUMO (spin up / spin down)**: 0.53 / 0.85 eV

natural (NBO) atomic charge list, values in e, 2 entries: atom 1 (C): -0.3049, atom 2 (C): 0.0062

---

The following is a DFT calculation (the ωB97M-V functional and the def2-TZVPD basis) of the ion C9H13O2SSe with charge -1.

```
26
Properties=species:S:1:pos:R:3:forces:R:3
C 0.384352 2.266075 -2.701648 -0.3 -6.2 -1.6
C 0.544565 1.995197 -4.041588 -1.1 0.5 4.7
C 1.152835 0.866018 -0.480293 2.2 0.3 -1.7
C 0.451957 -0.276813 -2.789177 0.3 -0.4 0.6
C 0.149092 0.760001 -1.706217 -0.6 2.6 -1.9
C 0.296065 -2.136261 3.328703 -1.9 2.1 0.3
C -0.447431 -0.773142 2.909409 2.7 -0.9 0.0
C -0.770925 -0.817998 1.312397 1.8 1.4 3.4
C -1.593384 0.364151 0.925189 -2.3 -2.4 -1.8
O 0.928664 1.706340 0.384550 -1.3 0.6 0.8
O 2.237202 0.252910 -0.639447 -0.7 -0.7 -0.1
S 0.276203 0.382887 -4.500727 -0.3 -1.6 -0.2
Se -1.765079 0.493245 -1.034869 0.7 0.6 -0.6
H 0.441028 3.086278 -2.126491 0.3 3.1 1.5
H 0.647781 2.711096 -4.786150 0.3 1.3 -1.2
H 1.522759 -0.469411 -2.677416 -0.1 -0.3 0.1
H -0.144608 -1.206158 -2.640680 0.5 0.7 -0.4
H 0.459008 -2.309920 4.379970 -0.6 0.1 0.6
H 1.222489 -2.325714 2.926130 2.4 0.4 -1.4
H -0.310492 -2.839552 2.871327 -1.3 -2.1 -0.2
H -1.255930 -0.646896 3.682205 0.5 0.3 -1.2
H 0.418607 -0.029207 3.021073 -1.9 -0.2 0.0
H -1.148512 -1.745360 1.010405 -1.0 -1.4 -0.4
H 0.250122 -0.764274 0.921151 -0.3 0.1 -0.3
H -2.685222 0.193541 1.169951 1.1 0.3 0.1
H -1.261145 1.262967 1.282244 0.9 2.1 1.0
```
Forces are in eV/Å.

## Properties
**Total charge**: -1
**LUMO**: 3.00 eV

natural (NBO) atomic charge list, values in e, 2 entries: atom 1 (C): -0.1494, atom 2 (C): -0.4378

---

The following is a DFT calculation (the ωB97M-V functional and the def2-TZVPD basis) of a structure of composition C6H15O9Sr.

```
31
Properties=species:S:1:pos:R:3:forces:R:3
Sr -0.188716 -0.328940 0.315736 1.7 0.1 -1.5
C 0.599637 -4.612537 0.873242 -0.1 -0.5 0.8
C 0.776372 -3.134181 0.589470 -0.1 0.5 -0.3
O 0.742407 -2.759559 -0.596602 -0.3 -0.1 0.3
O 0.866521 -2.333881 1.582017 -0.2 -0.3 0.1
H 0.954170 -4.868064 1.877114 0.1 0.1 -0.1
H 1.062188 -5.264796 0.136944 0.1 0.2 -0.1
H -0.469517 -4.856746 0.883173 0.0 0.2 -0.2
C 1.805715 2.262705 -2.535886 -0.1 0.0 0.0
C 1.912152 0.738338 -2.655255 -0.1 0.2 0.7
O 2.499856 0.299708 -3.645219 0.2 -0.4 -0.5
O 1.442440 0.088468 -1.671135 -0.4 -0.1 0.0
H 2.689820 2.616896 -1.997182 0.0 0.0 0.0
H 0.920553 2.530152 -1.962036 0.0 0.1 0.0
H 1.799111 2.708887 -3.529962 0.0 0.1 0.0
C -2.397425 3.446431 0.118807 -0.1 -0.1 -0.1
C -1.466772 2.254972 -0.126745 0.0 0.5 -0.3
O -1.893972 1.314807 -0.853296 0.0 -0.2 0.5
O -0.322122 2.318435 0.393593 -0.4 -0.4 0.2
H -3.351756 3.319756 -0.391048 0.0 0.0 0.0
H -1.910665 4.347227 -0.255057 0.0 0.0 0.1
H -2.581778 3.570565 1.187217 0.1 0.0 0.0
O -0.946399 0.058651 2.751579 -0.2 0.1 0.2
H -0.399115 0.578309 3.345992 0.1 0.1 -0.1
H -1.710375 -0.213348 3.264301 0.0 -0.1 0.0
O 2.170888 0.288696 1.186730 0.0 0.1 0.5
H 2.668901 1.108118 1.219972 0.0 0.1 -0.2
H 2.634679 -0.357831 1.726144 0.0 -0.2 -0.1
O -2.278213 -1.690053 -0.262287 -0.3 -0.1 0.0
H -3.030110 -2.164090 0.097712 0.0 -0.1 0.0
H -2.598482 -1.267093 -1.068038 0.0 0.2 0.0
```
Forces are in eV/Å.

## Properties
**Total charge**: -1
**LUMO**: 1.94 eV

natural (NBO) atomic charge list, values in e, 2 entries: atom 1 (Sr): 1.8414, atom 2 (C): -0.7213

---

The following is a DFT calculation (the ωB97M-V functional and the def2-TZVPD basis) of a cluster of 2 separate species, C4H2INS in total.

```
9
Properties=species:S:1:pos:R:3:forces:R:3
C -1.406843 0.702782 0.253466 1.4 -0.3 -1.0
C -2.412083 0.837074 0.928034 1.4 0.0 -0.9
C 1.475294 -1.697264 0.443808 -0.3 0.2 -0.7
C 0.629587 0.284734 -1.118535 -1.8 0.3 2.0
N 1.970348 -1.944733 1.444294 0.4 -0.2 0.8
S 0.748116 -1.445108 -1.060444 0.0 0.2 -0.2
I 2.093850 1.555533 -0.369041 -0.5 -0.3 -0.2
H 0.152744 0.610637 -2.027670 -0.1 0.1 -0.1
H -3.251011 1.096345 1.506085 -0.5 0.0 0.3
```
Forces are in eV/Å.

## Properties
**LUMO**: -1.95 eV

natural (NBO) atomic charge list, values in e, 2 entries: atom 1 (C): -0.1462, atom 2 (C): -0.4270

---

The largest force on an atom results, record by record, are as follows: 11.49 3.67 2.19 3.18 6.44 2.30 2.75 eV/Å.